Below is a cluster of 3 separate species, C5H10 in total, with properties calculated with the ωB97M-V functional and the def2-TZVPD basis.

```
15
Properties=species:S:1:pos:R:3:forces:R:3
C -1.620 -0.693 -0.877 -0.1 0.2 -0.1
C -2.044 0.528 -0.899 0.1 -0.3 -0.1
C -1.809 -0.048 0.467 0.0 0.0 0.4
H -1.327 -1.592 -1.398 -0.1 0.2 0.1
H -2.363 1.398 -1.455 0.1 -0.2 0.1
H -0.938 0.266 1.057 -0.1 0.0 -0.2
H -2.661 -0.331 1.092 0.1 0.0 -0.2
H 0.812 1.873 -0.371 -0.1 0.1 0.0
H 0.376 2.430 -0.607 0.1 0.0 0.0
C 2.190 -0.196 0.918 -0.1 -0.1 -0.1
C 1.674 -1.092 0.084 0.1 0.1 0.1
H 1.635 0.155 1.784 0.1 -0.1 -0.1
H 3.178 0.239 0.766 -0.2 -0.1 0.0
H 2.218 -1.431 -0.793 0.0 0.0 0.1
H 0.678 -1.506 0.232 0.2 0.1 0.0
```
Forces are in eV/Å.

## Properties
**ΔE to the lowest compared entry with this formula, charge and spin**: 109.9 kcal per mole
**E_LUMO**: 0.05006 Eh
**Highest occupied orbital energy**: -9.48 eV

Mulliken population analysis, charges in e, atoms 1 to 8: -0.251 -0.355 -0.474 0.383 0.367 0.115 0.219 -0.171

Below is a cluster of 3 separate species, C5H10 in total, with properties calculated with the ωB97M-V functional and the def2-TZVPD basis.

```
15
Properties=species:S:1:pos:R:3:forces:R:3
C -1.220 1.298 0.185 -0.2 0.1 -0.7
C -0.483 -0.007 -0.066 2.2 -0.9 5.3
C -0.913 -1.131 0.634 -0.3 0.9 -1.2
H -0.517 -0.028 -1.602 2.0 0.5 -0.9
H -2.245 1.196 -0.191 0.2 0.2 0.2
H -0.754 2.149 -0.328 -0.1 -0.2 0.0
H -1.252 1.513 1.261 0.1 -0.1 -0.3
H -0.382 -2.069 0.610 0.2 0.1 0.2
H -1.938 -1.141 0.985 -0.2 -0.2 -0.3
C 1.113 0.156 0.097 -0.8 -0.8 0.6
C 2.026 -0.778 -0.208 -0.7 0.7 0.0
H 3.070 -0.646 0.047 -0.1 0.1 -0.1
H 1.755 -1.691 -0.726 -0.1 0.0 0.1
H 0.361 0.106 -1.302 -2.4 -0.3 -3.0
H 1.379 1.073 0.604 0.2 0.1 0.0
```
Forces are in eV/Å.

## Properties
**ΔE to the lowest compared entry with this formula, charge and spin**: 136.2 kcal per mole
**E_LUMO**: 0.03892 Eh
**Highest occupied orbital energy**: -7.43 eV

Mulliken population analysis, charges in e, atoms 1 to 8: -1.493 0.774 -0.976 0.126 0.396 0.402 0.361 0.265

Below is a structure of composition C5H10AlF4NO2S2, with properties calculated with the ωB97M-V functional and the def2-TZVPD basis.

```
25
Properties=species:S:1:pos:R:3:forces:R:3
C -2.506 1.355 -0.849 -1.2 0.0 0.1
C -1.570 0.413 -1.807 -0.8 0.2 -1.3
O -0.124 0.626 -1.691 -1.4 -0.8 1.9
C 0.381 0.431 -0.327 1.7 0.5 -0.1
C 0.121 -1.051 0.320 0.3 -0.6 -1.8
O 0.207 -0.915 1.804 -3.5 -0.1 0.5
S -1.314 -1.136 2.540 1.7 0.4 1.0
N -1.657 0.199 3.668 2.9 4.2 -4.4
C -1.191 1.371 3.111 -1.6 1.2 0.6
S -0.886 2.961 2.562 -0.9 -6.4 2.3
H -2.699 2.449 -1.284 0.7 -2.5 0.9
H -2.137 1.483 0.252 -0.5 -0.3 -2.1
H -3.587 0.855 -0.778 2.3 1.0 -0.2
H -1.858 0.710 -2.928 0.9 -0.7 2.5
H -1.827 -0.751 -1.743 0.4 2.5 0.2
H 1.568 0.548 -0.399 -2.5 -0.3 0.0
H 0.031 1.332 0.357 0.4 -2.2 -1.1
H -0.911 -1.538 0.071 1.8 1.0 0.2
H 0.951 -1.859 0.033 -1.5 2.0 0.5
H -2.381 -1.059 1.606 1.4 0.7 0.2
F 3.839 0.385 -0.392 0.1 -1.9 -0.5
Al 4.278 -1.285 -0.903 1.1 -0.1 -0.3
F 5.046 -1.232 -2.531 -1.2 -0.1 2.2
F 2.792 -2.301 -0.973 1.2 1.2 0.3
F 5.433 -1.992 0.283 -1.7 0.9 -1.5
```
Forces are in eV/Å.

## Properties
**ΔE to the lowest compared entry with this formula, charge and spin**: 70.3 kcal per mole
**E_LUMO**: -0.14187 Eh
**Highest occupied orbital energy**: -10.59 eV

Mulliken population analysis, charges in e, atoms 1 to 8: -0.514 -0.279 -0.353 0.253 -0.177 -0.193 0.353 -0.370

Below is a cluster of 2 separate species, C5H10B2F2O4P in total, with properties calculated with the ωB97M-V functional and the def2-TZVPD basis.

```
24
Properties=species:S:1:pos:R:3:forces:R:3
B 1.810 0.850 -0.083 -0.2 0.3 -0.5
P 0.333 2.053 0.151 -1.0 -0.3 0.3
C 0.699 3.753 -0.581 0.2 -0.1 0.1
C -0.993 1.358 -1.011 -0.3 0.8 0.1
C -2.352 1.950 -0.495 0.8 0.4 -0.3
H 1.898 0.282 -1.131 0.1 -0.3 0.2
H 2.549 0.668 0.822 0.3 0.1 -0.1
H -0.051 3.963 -1.363 0.5 -0.2 0.1
H 1.730 3.819 -0.966 -0.5 0.1 -0.1
H 0.572 4.531 0.190 0.1 -0.4 -0.2
H -0.982 0.258 -0.998 0.1 0.4 0.1
H -0.840 1.715 -2.050 0.1 -0.3 0.4
H -3.172 1.820 -1.219 0.2 -0.1 0.3
H -2.181 3.041 -0.377 -0.3 -0.4 -0.1
H -2.612 1.574 0.504 0.0 -0.1 -0.4
B 0.192 -4.588 0.495 -0.3 -1.6 -0.7
O 1.324 -4.196 1.361 -0.2 0.7 0.1
C 1.184 -2.913 1.657 1.7 -0.9 0.9
O 1.939 -2.279 2.346 -0.1 0.2 -0.1
C -0.050 -2.392 1.000 -1.7 0.4 -1.0
O -0.468 -1.262 1.066 0.3 0.2 0.0
O -0.628 -3.369 0.322 0.4 0.5 0.4
F -0.567 -5.601 1.114 0.3 0.4 -0.2
F 0.666 -5.037 -0.753 -0.2 0.2 0.5
```
Forces are in eV/Å.

## Properties
**Charge**: -1
**E_LUMO**: 0.08296 Eh
**Highest occupied orbital energy**: -5.39 eV

Mulliken population analysis, charges in e, atoms 1 to 8: 0.183 0.043 -1.009 -0.519 -1.116 -0.073 -0.041 0.290